Formula: C4H7IN
Source: OMol25
Level of theory: the ωB97M-V functional and the def2-TZVPD basis

XYZ file:
```
13
Properties=species:S:1:pos:R:3:forces:R:3
I -1.591699 2.780252 -0.271407 -0.75 -0.44 0.24
N 0.560676 0.321885 0.050448 -2.00 2.42 -1.26
C -1.175304 0.814936 -0.766136 -0.51 0.11 0.83
C 0.397161 -1.400496 1.672444 1.24 0.23 -0.15
C 0.133430 0.754163 -1.346442 0.29 -4.44 0.93
C 0.526587 -1.008934 0.416282 -0.33 -0.41 -0.71
H 0.417514 -0.582427 2.431881 -0.23 -1.34 -0.21
H -1.912218 -0.078378 -0.685011 1.48 1.75 0.03
H 0.607079 -2.466939 1.800585 -0.54 0.50 0.79
H 0.587150 1.624514 -1.696513 0.84 1.03 -0.72
H 0.548600 -1.605404 -0.502530 0.20 -0.48 0.77
H 0.297846 -0.233758 -1.814526 0.09 1.14 -1.10
H 0.603177 1.080587 0.710926 0.21 -0.07 0.54
```
Forces are in eV/Å.

Its charge is +1. For the energy above the lowest of the compared OMol25 structures with the same formula, charge and spin, the calculation gives 79.9 kcal/mol. The value obtained for the highest occupied orbital energy is -13.59 eV. The value obtained for the HOMO-LUMO gap is 0.290 Eh.

These are the natural (NBO) partial charges, in e, on atoms 1 to 2: 0.37, -0.42